The following is a DFT calculation (wB97M-V/def2-TZVPD) of one molecule with the formula C4H5Cl at a distorted geometry.

Each line ends with the Löwdin charge.
Cartesian coordinates (Å):
C  -0.369  -0.180  -0.207  -0.662
C  -1.321  -0.186  -1.082  -0.022
C  0.719  -1.111  -0.083  -0.256
C  1.677  -1.109  -0.933  0.023
H  -2.088  0.644  -1.150  0.094
H  -1.284  -1.030  -1.738  0.071
H  0.818  -1.697  0.817  0.108
H  1.583  -0.601  -1.843  0.060
H  2.494  -1.829  -0.813  0.078
Cl  -0.338  1.178  1.092  0.506

Summary:
Kohn-Sham gap (eV): 10.8
E_HOMO (Eh): -0.3645
Structure (SMILES): C=CC(=C)Cl
LUMO (eV): 0.91

***

The following is a DFT calculation (wB97M-V/def2-TZVPD) of one molecule with the formula C4H5Cl at a distorted geometry.

Each line ends with the Löwdin charge.
Cartesian coordinates (Å):
C  0.439  0.604  0.361  -0.712
C  1.399  -0.217  1.008  -0.013
C  -0.599  0.354  -0.606  -0.237
C  -1.195  -0.877  -0.881  0.017
H  2.388  0.329  1.511  0.118
H  1.387  -1.224  0.926  -0.003
H  -1.363  1.316  -1.016  0.179
H  -1.272  -1.890  -0.421  0.080
H  -1.815  -0.720  -1.706  0.011
Cl  0.632  2.326  0.824  0.561

Summary:
Kohn-Sham gap (eV): 8.6
E_HOMO (Eh): -0.3229
Structure (SMILES): C=CC(=C)Cl
LUMO (eV): -0.19

***

The following is a DFT calculation (wB97M-V/def2-TZVPD) of one molecule with the formula C4H5Cl2NS at a distorted geometry.

Each line ends with the Löwdin charge.
Cartesian coordinates (Å):
C  -0.743  -0.382  -0.591  -0.980
C  0.110  0.818  -0.153  -0.682
C  -0.224  2.214  -0.009  -0.169
C  1.538  0.825  -0.071  -0.540
H  -0.290  -0.893  -1.531  0.104
H  -1.009  2.347  -0.579  0.053
H  0.569  3.006  0.097  0.126
H  0.236  1.621  1.863  0.162
H  1.776  2.103  -0.014  0.140
N  -0.559  1.326  1.131  0.069
S  2.733  -0.454  -0.384  0.541
Cl  -0.194  -1.608  0.676  0.524
Cl  -2.463  -0.219  -0.480  0.652

Summary:
Kohn-Sham gap (eV): 7.8
E_HOMO (Eh): -0.3240
Structure (SMILES): S=C[C@]1(C(Cl)Cl)CN1
LUMO (eV): -1.03

***

The following is a DFT calculation (wB97M-V/def2-TZVPD) of one molecule with the formula C4H5Cl3O at a distorted geometry.

Each line ends with the Löwdin charge.
Cartesian coordinates (Å):
C  -1.379  0.394  1.127  -0.178
C  -0.608  -0.127  -0.057  -1.263
C  0.923  0.127  0.020  -0.725
C  1.620  -0.602  1.136  -0.285
H  -1.190  -0.164  2.015  0.080
H  -2.422  0.351  0.911  0.069
H  -1.084  1.428  1.268  0.056
H  1.270  -0.177  -1.018  0.124
H  2.047  0.095  1.892  0.114
O  1.688  -1.822  1.223  0.042
Cl  -0.949  -1.803  -0.298  0.719
Cl  -1.202  0.776  -1.533  0.588
Cl  1.240  1.868  0.171  0.659

Summary:
Kohn-Sham gap (eV): 10.6
E_HOMO (Eh): -0.3860
Structure (SMILES): CC(Cl)(Cl)[C@@H](Cl)C=O
LUMO (eV): 0.07

***

The following is a DFT calculation (wB97M-V/def2-TZVPD) of one molecule with the formula C4H5ClF2O at a distorted geometry.

Each line ends with the Löwdin charge.
Cartesian coordinates (Å):
C  -1.850  -0.466  -0.184  -0.131
C  -1.325  0.651  -0.714  -0.139
C  0.710  0.681  0.531  -0.166
C  1.640  -0.505  0.251  -0.718
H  -1.367  -1.158  0.482  0.103
H  -1.858  1.280  -1.382  0.124
H  1.385  1.491  0.791  0.122
H  0.063  0.315  1.359  0.134
H  2.033  -0.918  1.183  0.108
O  -0.101  1.196  -0.573  -0.071
F  -3.092  -0.806  -0.575  0.003
F  0.819  -1.528  -0.367  -0.106
Cl  2.944  -0.233  -0.801  0.737

Summary:
Kohn-Sham gap (eV): 9.6
E_HOMO (Eh): -0.3277
Structure (SMILES): F/C=C/OC[C@@H](F)Cl
LUMO (eV): 0.72

***

The following is a DFT calculation (wB97M-V/def2-TZVPD) of one molecule with the formula C4H5ClF3N3 at a distorted geometry.

Each line ends with the Löwdin charge.
Cartesian coordinates (Å):
C  1.860  -0.212  1.962  -0.348
C  -0.805  1.161  0.852  0.055
C  -0.313  -0.593  -0.738  0.021
C  -0.588  1.984  2.046  -0.600
N  1.240  -0.094  0.766  0.029
N  1.236  -0.503  3.042  -0.476
N  0.023  0.252  0.428  -0.175
F  -1.109  1.445  3.154  0.141
F  0.635  2.443  2.275  0.164
F  -1.312  3.163  1.940  0.082
Cl  2.038  -0.816  4.489  0.551
H  2.914  -0.472  2.032  0.101
H  -1.789  1.064  0.459  0.139
H  0.718  -1.018  -0.982  0.126
H  -1.035  -1.336  -0.275  0.128
H  -0.801  -0.053  -1.477  0.062

Summary:
Kohn-Sham gap (alpha / beta) (eV): 8.0 / 8.0
E_HOMO (alpha / beta) (Eh): -0.3156 / -0.3156
LUMO (alpha / beta) (eV): -0.60 / -0.60

***

The following is a DFT calculation (wB97M-V/def2-TZVPD) of one molecule with the formula C4H5ClN2 at a distorted geometry.

Each line ends with the Löwdin charge.
Cartesian coordinates (Å):
C  -0.775  0.649  -0.848  -0.709
C  1.212  -0.854  0.088  -0.113
C  0.691  0.068  1.168  -0.135
C  -0.179  -0.315  0.076  -0.346
N  -3.195  0.495  -1.390  0.201
N  -2.086  0.582  -1.101  -0.134
Cl  -0.045  2.147  -1.163  0.701
H  2.023  -0.498  -0.520  0.091
H  1.398  -1.944  0.060  0.108
H  0.663  -0.225  2.158  0.076
H  1.285  0.970  1.221  0.099
H  -0.990  -1.074  0.252  0.161

Summary:
Kohn-Sham gap (eV): 8.4
E_HOMO (Eh): -0.2938
LUMO (eV): 0.42

***

The following is a DFT calculation (wB97M-V/def2-TZVPD) of one molecule with the formula C4H5ClN2O at a distorted geometry.

Each line ends with the Löwdin charge.
Cartesian coordinates (Å):
C  -0.527  -1.526  0.808  -0.007
C  0.537  -0.997  0.278  -0.724
C  -1.608  -0.677  0.428  -0.548
C  1.134  1.368  -0.533  -0.034
N  -1.087  0.323  -0.323  0.080
N  0.250  0.121  -0.532  -0.183
O  -2.787  -0.710  0.648  0.050
Cl  2.128  -1.540  0.101  0.759
H  -0.525  -2.170  1.712  0.144
H  0.486  2.186  -0.348  0.050
H  1.973  1.284  0.302  0.102
H  1.704  1.427  -1.579  0.115
H  -1.677  0.911  -0.962  0.199

Summary:
Kohn-Sham gap (eV): 9.0
E_HOMO (Eh): -0.3133
Structure (SMILES): Cn1[nH]c(=O)cc1Cl
LUMO (eV): 0.52